No. 1
Computed, not measured: a structure of composition C4H9FSi, with wB97M-V/def2-TZVPD.

```
15
Properties=species:S:1:pos:R:3
C -1.15416 0.27159 -0.37365
C -0.18866 0.82950 0.64380
C -0.56095 -1.11456 -0.70428
C 1.22008 0.71520 0.16783
F 1.96573 -1.06663 -2.13922
Si 1.27723 -0.94506 -0.70323
H -2.25522 0.12533 -0.03804
H -1.28993 0.87873 -1.33586
H -0.34688 1.94409 0.82466
H -0.27104 0.21153 1.58261
H -0.65771 -1.76049 0.24144
H -1.10479 -1.46308 -1.58495
H 1.54687 1.57923 -0.48573
H 2.00169 1.00762 0.89117
H 2.35435 -2.14911 0.25616
```

Output
2S+1	3
calculated total energy	-546.962537	Eh
lowest unoccupied orbital energy (spin up / spin down)	1.06 / -3.22	eV
<S²>	2.002
HOMO (spin up / spin down)	-4.55 / -10.19	eV
ΔE to the lowest compared entry with this formula, charge and spin	1.950	eV
total charge	0

***

No. 2
Computed, not measured: a structure of composition C17H34Br15NNbS2, with wB97M-V/def2-TZVPD.

```
70
Properties=species:S:1:pos:R:3
C 1.62926 -1.46966 3.47170
C 1.79859 -2.59532 2.40529
C 0.46543 -2.90350 1.64286
C -0.31668 -1.62673 1.19342
N -0.74693 -1.59616 -0.22154
C 0.33507 -1.85463 -1.17781
C 1.60903 -1.00862 -0.92788
C 1.44241 0.50227 -1.34694
C 1.01626 1.37765 -0.11103
Nb 1.70182 3.54093 -0.19360
C -1.87277 -2.44921 -0.41304
S -1.86525 -4.08657 -0.63333
S -3.50617 -1.65711 -0.38189
C -3.24337 0.04617 0.26820
C -4.50555 0.63968 0.94976
C -5.25157 -0.37832 1.88536
H 2.41575 -1.46540 4.23871
H 0.61398 -1.56432 3.90036
H 1.67718 -0.49212 2.95872
H 2.10062 -3.54341 2.89474
H 2.62817 -2.32865 1.72878
H -0.16753 -3.43045 2.38602
H 0.65555 -3.63073 0.84226
H 0.21616 -0.68194 1.38359
H -1.24613 -1.56781 1.79609
H -0.04842 -1.56355 -2.17657
H 0.60598 -2.92796 -1.27585
H 2.03220 -1.11100 0.08257
H 2.38078 -1.41669 -1.61693
H 0.73661 0.59768 -2.18662
H 2.46435 0.82227 -1.62889
H 1.44232 0.94442 0.82650
H -0.08645 1.25606 -0.00142
H -0.00533 4.02224 -0.71368
H 1.22706 3.72263 1.58365
H 3.42102 3.11506 0.29549
H 2.22450 3.43662 -1.96642
H 2.09926 5.31849 -0.13242
H -2.96120 0.72766 -0.55232
H -2.41606 0.05169 0.99461
H -5.21268 1.02629 0.19104
H -4.23078 1.52378 1.55374
H -5.96675 -0.93998 1.26091
H -5.78916 0.15847 2.68019
H -4.52701 -1.09228 2.31256
C 2.83268 7.88590 -2.08959
Br 3.41267 9.49429 -3.00199
Br 4.12624 7.30357 -0.77792
Br 1.07207 8.09497 -1.32154
H 2.76519 7.10308 -2.83457
C 4.55824 9.10261 2.68057
Br 2.71730 9.66501 2.86521
Br 5.74628 10.61169 2.43959
Br 5.11529 7.98199 4.15552
H 4.62139 8.50145 1.78131
C -7.09878 -4.14781 -1.28016
Br -6.08904 -4.55124 -2.88131
Br -6.24982 -4.87317 0.29854
Br -7.42874 -2.24963 -1.10429
H -8.06125 -4.63193 -1.37788
C 5.97660 -2.14879 -2.27524
Br 5.59978 -2.42435 -4.15360
Br 5.55349 -0.34814 -1.71688
Br 5.09294 -3.46787 -1.16832
H 7.04165 -2.28382 -2.14166
C -3.37559 -7.58107 -2.82770
Br -2.70525 -7.57309 -1.01494
Br -2.48328 -6.26277 -3.92486
Br -3.29308 -9.34740 -3.61617
H -4.42055 -7.30141 -2.78102
```

Output
2S+1	1
calculated total energy	-40186.118269	Eh
lowest unoccupied orbital energy	1.27	eV
HOMO	-5.04	eV
total charge	-1

***

No. 3
Computed, not measured: a cluster of 2 separate species, C4H9N2 in total, with wB97M-V/def2-TZVPD.

```
15
Properties=species:S:1:pos:R:3
C -0.48323 0.85715 1.28426
C -0.54974 0.80373 -0.94223
C 0.43244 0.82238 0.10817
C -0.71876 -1.51749 0.07257
N 2.23125 -0.10168 -0.28654
N -0.72899 -0.03316 0.17466
H -0.24767 0.34795 2.15136
H -1.14676 1.70378 1.39726
H -1.26527 1.52676 -1.19288
H -0.32935 0.17419 -1.89112
H -1.62369 -1.86217 -0.48619
H 0.18742 -1.78357 -0.47296
H -0.69557 -1.73196 1.14437
H 2.20437 0.22461 -1.25581
H 2.73354 0.56951 0.19508
```

Output
2S+1	1
calculated total energy	-266.866804	Eh
lowest unoccupied orbital energy (spin up / spin down)	-4.73 / -4.73	eV
HOMO (spin up / spin down)	-15.51 / -15.51	eV
ΔE to the lowest compared entry with this formula, charge and spin	6.326	eV
total charge	+1

***

No. 4
Computed, not measured: the ion C4H8IN2 with charge +1, with wB97M-V/def2-TZVPD.

```
15
Properties=species:S:1:pos:R:3
C -0.60886 -0.97203 -0.93207
C 1.06374 -1.74992 0.42507
C -0.04687 0.39225 -0.66058
C 1.41639 -0.29526 0.67476
N -0.04492 -2.00252 -0.49878
N -0.95293 1.48545 -0.11273
I 3.37928 0.39112 0.25455
H -1.51887 -1.06214 -1.65966
H 1.80177 -2.44773 0.23194
H 0.79919 -2.23878 1.35880
H 0.70024 0.81796 -1.48112
H 0.91342 0.10635 1.63250
H -0.67570 1.79657 0.87931
H -1.89062 0.93390 -0.00885
H -0.95327 2.39381 -0.77441
```

Output
2S+1	1
calculated total energy	-564.031965	Eh
lowest unoccupied orbital energy	-4.34	eV
HOMO	-13.10	eV
ΔE to the lowest compared entry with this formula, charge and spin	4.015	eV
total charge	+1

***

No. 5
Computed, not measured: a structure of composition C35H29Cl3N6O2Ru, with wB97M-V/def2-TZVPD.

```
76
Properties=species:S:1:pos:R:3
Ru -0.11858 0.35361 -1.61956
Cl -6.94102 0.51549 -1.81753
C -5.27042 0.90053 -2.09992
C -4.30455 0.04024 -1.59116
C -2.95256 0.31055 -1.78783
N -1.89721 -0.45659 -1.30084
C -1.99368 -1.70528 -0.75001
O -3.01949 -2.36208 -0.60262
C -0.65016 -2.24261 -0.36033
C -0.56229 -3.65866 -0.09727
C 0.65439 -4.24412 -0.03625
C 1.82308 -3.48833 -0.34194
C 1.65091 -2.21429 -0.79689
N 0.46126 -1.59138 -0.89279
C -2.58864 1.48573 -2.51320
C -3.56699 2.33246 -3.00896
C -4.90999 2.03645 -2.80216
Cl -6.10386 3.12321 -3.44561
N -1.20726 1.69159 -2.66719
C -0.60222 2.64606 -3.37195
O -1.06957 3.56311 -4.04613
C 0.92120 2.47921 -3.32239
C 1.71715 3.36959 -4.02486
C 3.09031 3.19210 -4.02327
C 3.62661 2.11953 -3.32713
C 2.76803 1.27193 -2.64844
N 1.44472 1.44284 -2.63548
H -4.59168 -0.84675 -1.04896
H -1.48276 -4.18391 0.10704
H 0.73917 -5.29103 0.23113
H 2.81120 -3.92587 -0.31997
H 2.50114 -1.64069 -1.15362
H -3.28214 3.21392 -3.56182
H 1.22229 4.16993 -4.55618
H 3.73235 3.87540 -4.56394
H 4.69111 1.93197 -3.29828
H 3.13588 0.42325 -2.08406
N -0.22674 5.78353 3.29768
C -0.19563 4.89871 2.56361
C -0.14457 3.79281 1.64847
C -1.29626 3.09104 1.30881
C -1.20175 2.04917 0.41435
N -0.03531 1.66512 -0.17141
C 1.07436 2.34566 0.20173
C 1.06397 3.39818 1.08852
H -2.26036 3.34826 1.72155
H -2.07667 1.47922 0.14723
H 2.00443 2.01051 -0.22380
H 1.98961 3.89825 1.33151
Cl -4.76765 -4.48176 4.58964
C -3.57035 -3.57184 3.69093
C -3.96129 -2.45613 2.96315
C -3.01449 -1.73954 2.26264
C -1.65080 -2.09883 2.26682
C -0.68368 -1.42614 1.47197
C -1.30107 -3.23463 3.02256
C -2.24514 -3.96712 3.72171
H -5.00189 -2.16268 2.93290
H -3.33427 -0.88597 1.67643
H 0.36036 -1.63749 1.67547
H -0.87718 -0.43629 1.10447
H -0.26220 -3.53853 3.06560
H -1.95154 -4.83543 4.29681
C 5.27970 0.01060 1.60857
C 4.04904 -0.89300 1.46007
C 4.02347 -1.94696 2.57258
C 2.78894 -0.10366 1.45813
H 6.20148 -0.57315 1.55319
H 5.26452 0.52186 2.57413
H 5.31305 0.77458 0.83034
H 4.12710 -1.42195 0.50546
H 3.94577 -1.46584 3.55059
H 4.93557 -2.54868 2.56389
H 3.16825 -2.61273 2.45539
H 2.10565 -0.08509 0.62023
H 2.48786 0.41881 2.35849
```

Output
2S+1	2
calculated total energy	-3305.667239	Eh
lowest unoccupied orbital energy (spin up / spin down)	1.46 / 1.41	eV
<S²>	0.754
HOMO (spin up / spin down)	-3.51 / -3.51	eV
ΔE to the lowest compared entry with this formula, charge and spin	0.170	eV
total charge	-1

***

No. 6
Computed, not measured: a cluster of 6 separate species, H14NO5 in total, with wB97M-V/def2-TZVPD.

```
20
Properties=species:S:1:pos:R:3
N 0.07188 0.68855 0.63581
H -0.42115 1.16221 1.40244
H -0.55387 -0.02553 0.22587
H 0.92053 0.28219 1.05382
H 0.39585 1.37898 -0.05084
H 1.44191 0.33582 -4.47413
H 0.06635 0.47239 -5.14816
O 0.53708 0.63531 -4.32543
H -0.98734 -1.15265 -1.74687
H -0.57375 -2.33601 -0.80309
O -0.92772 -1.44474 -0.83342
H -1.27470 -1.16521 4.58517
H -1.42447 0.31302 4.80450
O -0.86488 -0.32128 4.33763
H -0.65085 2.57732 -2.21181
H 0.01318 1.40080 -2.76493
O -0.10991 1.84098 -1.89025
H 1.97575 -2.07243 2.15124
H 0.98643 -1.25141 2.96329
O 1.37969 -1.31831 2.08915
```

Output
2S+1	1
calculated total energy	-439.149307	Eh
lowest unoccupied orbital energy	-2.70	eV
HOMO	-14.98	eV
ΔE to the lowest compared entry with this formula, charge and spin	0.561	eV
total charge	+1